[1]
{
  "formula": "C3H4N2",
  "method": "the ωB97M-V functional and the def2-TZVPD basis",
  "charge": 0,
  "lumo_energy_ha": [-0.078, -0.078],
  "homo_lumo_gap_ev": [7.21, 7.20],
  "elements": ["C", "C", "C", "N", "N", "H", "H", "H", "H"],
  "coordinates": [[1.140, -1.765, -0.250], [0.048, 1.199, 0.181], [-0.534, 0.093, 0.895], [1.720, -2.526, -0.907], [-1.223, 0.559, -0.158], [-0.005, 2.236, 0.490], [0.781, 1.079, -0.631], [-0.465, -0.874, 1.365], [-1.462, 0.000, -0.985]],
  "mulliken_charge": [-0.335, -0.181, -0.043, -0.391, -0.315, 0.240, 0.290, 0.377, 0.357]
}

***

[2]
{
  "formula": "C5H12O2",
  "method": "the ωB97M-V functional and the def2-TZVPD basis",
  "smiles": "CC[C@@H](O)[C@@H](C)O",
  "charge": 0,
  "lumo_energy_ha": 0.029,
  "homo_lumo_gap_ev": 10.86,
  "elements": ["C", "C", "C", "O", "C", "C", "O", "H", "H", "H", "H", "H", "H", "H", "H", "H", "H", "H", "H"],
  "coordinates": [[-1.453, 1.481, 1.630], [-1.289, 0.253, 0.746], [-0.212, 0.393, -0.353], [0.809, 1.311, -0.031], [0.418, -0.978, -0.618], [1.383, -0.978, -1.790], [1.112, -1.284, 0.596], [-0.483, 1.885, 1.948], [-1.978, 2.300, 1.129], [-2.013, 1.208, 2.528], [-1.020, -0.598, 1.382], [-2.243, -0.023, 0.264], [-0.663, 0.770, -1.278], [1.390, 0.847, 0.588], [-0.391, -1.707, -0.781], [2.093, -0.152, -1.683], [1.938, -1.923, -1.834], [0.854, -0.862, -2.741], [1.762, -1.970, 0.405]],
  "mulliken_charge": [-1.209, -0.526, -0.093, -0.630, 0.141, -1.322, -0.558, 0.295, 0.314, 0.360, 0.308, 0.318, 0.490, 0.427, 0.268, 0.317, 0.400, 0.356, 0.343]
}

***

[3]
{
  "formula": "C5H14N2O",
  "method": "the ωB97M-V functional and the def2-TZVPD basis",
  "smiles": "NCCNCCCO",
  "charge": 0,
  "lumo_energy_ha": 0.035,
  "homo_lumo_gap_ev": 9.87,
  "elements": ["C", "N", "C", "C", "C", "O", "C", "N", "H", "H", "H", "H", "H", "H", "H", "H", "H", "H", "H", "H", "H", "H"],
  "coordinates": [[-1.050, 1.380, 0.857], [-1.232, 0.035, 0.282], [-1.108, -0.020, -1.170], [-0.451, -1.328, -1.674], [0.827, -1.680, -0.973], [1.899, -0.752, -1.287], [0.352, 1.608, 1.410], [0.756, 0.738, 2.479], [-1.743, 1.532, 1.691], [-1.246, 2.141, 0.103], [-2.143, -0.283, 0.576], [-0.499, 0.820, -1.497], [-2.072, 0.065, -1.681], [-0.298, -1.195, -2.752], [-1.154, -2.147, -1.519], [1.217, -2.622, -1.338], [0.698, -1.698, 0.105], [0.353, 2.661, 1.749], [1.132, 1.609, 0.645], [0.089, 0.587, 3.219], [1.030, -0.164, 2.108], [1.577, 0.133, -1.090]],
  "mulliken_charge": [-0.660, -0.186, -0.793, -0.605, -0.394, -0.540, -0.473, -0.553, 0.442, 0.282, 0.242, 0.441, 0.305, 0.299, 0.337, 0.344, 0.189, 0.330, 0.203, 0.245, 0.243, 0.302]
}

***

[4]
{
  "formula": "C28H34InN11O7P3",
  "method": "the ωB97M-V functional and the def2-TZVPD basis",
  "charge": 1,
  "lumo_energy_ha": -0.085,
  "homo_lumo_gap_ev": 7.97,
  "elements": ["In", "C", "N", "C", "C", "N", "C", "P", "C", "N", "C", "C", "N", "C", "C", "N", "C", "C", "N", "C", "H", "H", "H", "H", "H", "H", "H", "H", "H", "H", "H", "H", "H", "H", "H", "N", "C", "C", "N", "C", "C", "N", "C", "C", "N", "H", "H", "H", "H", "H", "H", "C", "C", "O", "P", "O", "O", "O", "P", "O", "O", "O", "H", "H", "H", "H", "H", "H", "H", "C", "C", "C", "C", "C", "C", "C", "C", "N", "H", "H", "H", "H", "H", "H"],
  "coordinates": [[-0.137, 0.254, -0.332], [-3.849, -1.096, 4.166], [-3.284, -0.316, 3.074], [-3.725, 0.907, 2.649], [-2.905, 1.277, 1.622], [-1.963, 0.312, 1.426], [-2.212, -0.639, 2.303], [-1.292, -2.202, 2.406], [0.382, -1.510, 2.513], [0.912, -0.704, 1.611], [2.185, -0.431, 2.021], [2.418, -1.076, 3.200], [1.273, -1.760, 3.505], [1.105, -2.638, 4.654], [-1.315, -2.591, 0.618], [-1.008, -1.797, -0.402], [-1.267, -2.480, -1.553], [-1.733, -3.718, -1.228], [-1.758, -3.779, 0.140], [-2.233, -4.916, 0.919], [-4.756, -0.603, 4.506], [-4.101, -2.099, 3.828], [-3.150, -1.157, 4.998], [-4.569, 1.394, 3.105], [-2.944, 2.166, 1.015], [2.840, 0.201, 1.447], [3.280, -1.095, 3.846], [1.652, -2.223, 5.496], [0.052, -2.702, 4.918], [1.482, -3.636, 4.435], [-1.116, -2.027, -2.518], [-2.046, -4.547, -1.838], [-2.335, -5.767, 0.252], [-1.521, -5.164, 1.702], [-3.201, -4.698, 1.366], [3.229, 0.886, -3.675], [3.632, 2.195, -3.725], [3.826, 2.574, -2.429], [3.548, 1.530, -1.581], [3.169, 0.547, -2.361], [2.821, -0.795, -1.897], [1.922, -1.114, -0.991], [2.022, -2.474, -0.820], [2.972, -2.981, -1.650], [3.472, -1.899, -2.329], [2.768, 0.384, -4.429], [3.750, 2.722, -4.655], [4.175, 3.524, -2.060], [1.401, -3.004, -0.117], [3.332, -3.981, -1.811], [4.250, -1.900, -2.968], [-2.432, 1.686, -5.281], [-1.938, 0.880, -4.084], [-2.261, -0.508, -4.232], [-2.734, 1.417, -2.533], [-2.449, 2.965, -2.441], [-4.299, 1.418, -2.781], [-2.357, 0.619, -1.340], [-0.110, 0.978, -3.862], [0.122, 2.588, -3.684], [0.577, 0.474, -5.074], [0.199, 0.377, -2.521], [-3.494, 1.500, -5.437], [-1.879, 1.379, -6.170], [-2.286, 2.756, -5.138], [-1.817, -0.812, -5.036], [-1.542, 3.198, -2.723], [-4.732, 0.643, -2.402], [0.480, 2.988, -4.486], [0.287, 2.345, 0.082], [0.978, 2.562, 1.385], [2.354, 2.795, 1.440], [3.020, 2.881, 2.649], [2.317, 2.741, 3.843], [0.935, 2.564, 3.809], [0.281, 2.483, 2.595], [3.007, 2.745, 5.103], [3.551, 2.708, 6.116], [0.872, 2.725, -0.755], [-0.695, 2.821, 0.072], [2.913, 2.858, 0.517], [4.090, 3.042, 2.674], [0.384, 2.489, 4.738], [-0.792, 2.343, 2.584]],
  "mulliken_charge": [3.144, -0.852, 0.160, -0.576, -1.081, 0.609, -0.273, -0.654, -0.604, 0.933, -1.010, -0.900, 0.197, -0.910, -0.163, 0.499, -0.662, -0.806, 0.151, -0.876, 0.330, 0.328, 0.314, 0.489, 0.562, 0.732, 0.564, 0.359, 0.353, 0.301, 0.501, 0.499, 0.335, 0.353, 0.317, 0.079, -0.605, -0.434, -0.314, -0.262, 0.027, 0.784, -0.552, -1.161, -0.005, 0.343, 0.492, 0.478, 0.390, 0.445, 0.242, -1.837, 1.266, -0.613, 0.349, -0.660, -0.583, -0.270, 0.199, -0.698, -0.985, -0.145, 0.402, 0.504, 0.354, 0.440, 0.415, 0.350, 0.322, -0.968, 0.059, -0.311, -0.790, 0.592, -1.105, 0.002, -0.100, -0.530, 0.499, 0.558, 0.223, 0.488, 0.498, 0.470]
}

***

Number 1: E -6150.23532 eV. Number 2: E -9474.46377 eV. Number 3: E -10439.11984 eV. Number 4: E -93355.65960 eV.